C11H16N4 | ωB97M-V with the def2-TZVPD basis set

The geometry in ORCA input format:
```
! RIJCOSX wB97M-V def2-TZVPD def2/J DEFGRID3
* xyz 2 1
C 3.333 -1.120 2.126
C 2.333 -2.092 1.989
C 3.296 -0.108 1.168
C 1.348 -2.056 0.993
C 2.316 0.019 0.216
C 1.270 -0.927 0.095
C -2.708 0.049 0.851
C 0.185 0.142 -1.876
C 0.337 -0.901 -0.936
C -0.320 1.613 -1.325
C -0.723 2.545 -2.536
N -1.378 1.523 -0.459
N -1.777 0.415 -0.087
N -2.567 0.320 2.176
N -3.705 -0.733 0.367
H 3.910 -1.243 3.024
H 2.458 -2.917 2.719
H 4.150 0.593 1.186
H 0.508 -2.801 0.726
H 2.349 0.929 -0.399
H 1.084 0.306 -2.462
H -0.679 -0.071 -2.575
H -0.363 -1.749 -1.045
H 0.486 2.214 -0.954
H -1.714 2.109 -2.782
H -0.126 2.155 -3.487
H -0.684 3.548 -2.458
H -1.751 0.914 2.382
H -2.860 -0.384 2.883
H -3.570 -1.133 -0.494
H -4.440 -1.159 0.974
*
```

Results
Relative energy (zero: lowest compared OMol25 entry of this formula, charge and spin) ... 2.734 eV
M ... 204.277 g mol⁻¹
LUMO level ... -9.1 eV
HOMO-LUMO gap ... 7.670 eV
E_HOMO ... -16.72 eV

Atom charges from the natural (NBO) analysis, given in e for atoms 1 to 8: atom 1 (C): -0.029, atom 2 (C): -0.237, atom 3 (C): -0.204, atom 4 (C): -0.056, atom 5 (C): -0.103, atom 6 (C): -0.222, atom 7 (C): 0.654, atom 8 (C): -0.563

***

C25H58CrN2O2Si3 | ωB97M-V with the def2-TZVPD basis set

The geometry in ORCA input format:
```
! RIJCOSX wB97M-V def2-TZVPD def2/J DEFGRID3
* xyz 1 4
O 1.494 3.236 -1.191
O 1.230 1.491 -2.929
C 0.687 4.142 -0.448
C 1.419 5.122 0.470
H -0.053 3.572 0.158
H 0.115 4.681 -1.222
H 1.694 4.644 1.431
H 0.717 5.935 0.708
H 2.326 5.560 0.018
C 2.771 2.850 -0.618
C 3.872 3.371 -1.510
H 2.783 1.748 -0.573
H 2.856 3.212 0.423
H 3.806 2.912 -2.509
H 4.832 3.109 -1.047
H 3.820 4.467 -1.622
C 2.041 0.550 -3.693
C 0.607 2.454 -3.835
C 2.732 -0.422 -2.755
H 2.756 1.156 -4.291
H 1.370 0.043 -4.434
H 3.403 0.094 -2.007
H 3.399 -1.060 -3.357
H 1.983 -1.110 -2.243
C 1.590 3.537 -4.243
H -0.311 2.884 -3.375
H 0.296 1.867 -4.732
H 2.072 3.952 -3.345
H 1.078 4.350 -4.785
H 2.350 3.149 -4.941
H 0.807 1.382 -1.912
Cr -0.904 -0.782 0.584
C -0.006 0.575 -0.743
Si -1.674 0.172 -1.615
H 0.769 -0.182 -0.537
H 0.111 1.415 -0.025
C -2.652 1.780 -1.680
C -2.844 -1.196 -0.940
C -1.295 -0.367 -3.376
C -2.303 0.133 1.813
Si -3.154 -0.866 3.160
H -3.054 0.615 1.154
H -1.763 0.979 2.286
C -4.729 -1.653 2.482
C -3.581 0.281 4.591
C -2.082 -2.272 3.788
H -2.150 -0.933 -3.788
H -0.407 -1.019 -3.431
H -1.145 0.500 -4.039
H -3.100 2.029 -0.708
H -3.463 1.705 -2.418
H -1.973 2.591 -1.971
H -2.372 -2.021 -0.243
H -3.160 -1.747 -1.888
H -3.802 -0.827 -0.436
H -3.688 1.320 4.252
H -2.807 0.261 5.369
H -4.529 -0.021 5.055
H -1.057 -1.952 4.021
H -2.026 -3.079 3.044
H -2.525 -2.686 4.707
H -5.446 -1.843 3.296
H -4.501 -2.619 2.003
H -5.224 -1.008 1.738
C 0.902 1.498 2.990
C 1.152 0.029 2.984
C 2.068 -0.593 3.832
C 2.358 -1.963 3.703
C 1.779 -2.691 2.658
C 0.841 -2.029 1.874
N 0.538 -0.712 2.040
N 0.096 -2.487 0.816
Si 0.137 -4.095 0.076
C 1.866 -4.509 -0.437
C -0.434 -5.296 1.372
C -0.997 -4.045 -1.399
H 0.911 1.873 1.961
H -0.043 1.766 3.467
H 1.700 1.991 3.544
H 2.601 0.028 4.566
H 3.062 -2.459 4.386
H 2.080 -3.707 2.405
H 2.623 -4.230 0.309
H 1.931 -5.599 -0.577
H 2.140 -4.042 -1.393
H -1.511 -5.215 1.558
H -0.225 -6.307 0.999
H 0.097 -5.169 2.323
H -2.039 -3.802 -1.142
H -0.651 -3.340 -2.173
H -0.986 -5.058 -1.839
*
```

Results
Relative energy (zero: lowest compared OMol25 entry of this formula, charge and spin) ... 0.100 eV
M ... 555.005 g mol⁻¹
<S²> ... 3.85
LUMO level (spin up / spin down) ... -3.0 / -2.1 eV
HOMO-LUMO gap (spin up / spin down) ... 7.347 / 8.413 eV
E_HOMO (spin up / spin down) ... -10.40 / -10.50 eV

Atom charges from the Löwdin analysis, given in e for atoms 1 to 8: atom 1 (O): -0.252, atom 2 (O): -0.192, atom 3 (C): -0.252, atom 4 (C): -0.071, atom 5 (H): 0.111, atom 6 (H): 0.124, atom 7 (H): 0.075, atom 8 (H): 0.088

***

C3H5O3Sc | ωB97M-V with the def2-TZVPD basis set

The geometry in ORCA input format:
```
! RIJCOSX wB97M-V def2-TZVPD def2/J DEFGRID3
* xyz 2 1
H -0.004 0.007 1.955
C -0.158 0.819 1.218
C -0.771 0.227 -0.030
O 0.016 -0.898 -0.468
C -0.209 -1.352 -1.666
O 0.606 -2.377 -1.825
H -0.885 1.553 1.613
H -0.870 0.973 -0.828
H 0.516 -2.707 -2.727
H -1.766 -0.157 0.272
Sc 2.487 2.462 1.617
O 1.037 1.450 0.869
*
```

Results
Relative energy (zero: lowest compared OMol25 entry of this formula, charge and spin) ... 2.059 eV
M ... 134.026 g mol⁻¹
LUMO level (spin up / spin down) ... -8.8 / -11.5 eV
HOMO-LUMO gap (spin up / spin down) ... 9.427 / 4.310 eV
E_HOMO (spin up / spin down) ... -18.21 / -15.83 eV

Atom charges from the natural (NBO) analysis, given in e for atoms 1 to 8: atom 1 (H): 0.203, atom 2 (C): -0.093, atom 3 (C): -0.125, atom 4 (O): -0.388, atom 5 (C): 0.965, atom 6 (O): -0.538, atom 7 (H): 0.215, atom 8 (H): 0.230

***

C6H6 | ωB97M-V with the def2-TZVPD basis set

The geometry in ORCA input format:
```
! RIJCOSX wB97M-V def2-TZVPD def2/J DEFGRID3
* xyz 0 1
C 2.634 0.421 -0.175
C 1.719 -0.439 -0.011
C 1.057 1.067 -0.054
C 0.582 -1.379 0.128
C -0.397 -0.495 0.095
C -1.772 -0.100 -0.074
H 1.157 1.566 0.892
H 0.617 1.640 -0.775
H 0.592 -2.425 0.194
H -1.834 0.460 -1.111
H -1.970 0.622 0.712
H -2.385 -0.937 0.179
*
```

Results
Relative energy (zero: lowest compared OMol25 entry of this formula, charge and spin) ... 7.634 eV
M ... 78.114 g mol⁻¹
LUMO level ... 0.7 eV
HOMO-LUMO gap ... 9.462 eV
E_HOMO ... -8.79 eV

Atom charges from the natural (NBO) analysis, given in e for atoms 1 to 8: atom 1 (C): -0.050, atom 2 (C): -0.146, atom 3 (C): -0.384, atom 4 (C): -0.288, atom 5 (C): 0.193, atom 6 (C): -0.704, atom 7 (H): 0.211, atom 8 (H): 0.201